# 1
39
Properties=species:S:1:pos:R:3 method="wB97M-V/def2-TZVPD" orbital_gap_ev="3.93 / 3.83" multiplicity=4 s2=3.800 homo_energy_ha="0.0220 / 0.0256" charge=-2 lumo_energy_ev="4.5266 / 4.5262"
C -0.806 0.810 -2.056
C -1.592 -0.368 -2.060
C -0.809 -1.449 -1.634
C -3.031 -0.471 -2.416
C 0.547 -0.994 -1.375
C 0.578 0.457 -1.726
C 1.797 1.024 -2.380
C -1.348 2.104 -2.464
C -1.294 -2.842 -1.606
C 1.687 -1.926 -1.636
Tc 0.455 0.270 0.385
Cl -1.835 0.710 0.808
Cl 0.709 2.571 0.183
O 2.314 0.088 0.654
H -3.545 0.473 -2.200
H -3.488 -1.276 -1.821
H -3.102 -0.716 -3.487
H -2.158 -2.932 -0.933
H -0.525 -3.537 -1.247
H -1.636 -3.123 -2.614
H 1.601 -2.771 -0.949
H 2.645 -1.437 -1.458
H 1.652 -2.342 -2.663
H 2.681 0.451 -2.078
H 2.026 2.066 -2.060
H 1.665 0.935 -3.476
H -2.244 2.285 -1.851
H -1.670 2.134 -3.516
H -0.612 2.882 -2.255
H 3.020 0.259 1.330
O 2.384 3.157 -0.807
H 2.816 3.317 0.056
Cl -0.192 -2.514 4.673
C 0.153 -0.809 4.401
Cl -1.194 0.130 5.066
Cl 1.669 -0.422 5.272
C 0.298 -0.505 2.872
O 0.106 -1.355 1.945
O 0.668 0.671 2.613

# 2
126
Properties=species:S:1:pos:R:3 method="wB97M-V/def2-TZVPD" orbital_gap_ev="8.50 / 9.55" multiplicity=2 s2=0.754 homo_energy_ha="-0.3129 / -0.3517" charge=0 lumo_energy_ev="-0.0176 / -0.0186"
C -2.887 3.690 1.262
C -1.850 3.020 0.400
O -0.565 2.969 1.022
C 0.074 1.747 0.647
C 1.565 1.763 0.972
O 2.044 0.534 1.461
C 2.709 -0.301 0.535
C 1.821 -1.366 -0.170
C 1.318 -0.675 -1.479
C -0.057 -1.009 -2.038
O -0.024 -2.262 -2.767
C -1.205 -2.681 -3.329
O -1.469 -3.858 -3.463
C -2.151 -1.642 -3.860
C -3.190 -1.187 -2.834
C 2.771 -2.513 -0.586
C 3.015 -3.661 0.416
C 4.288 -3.464 1.256
C 3.296 -4.919 -0.433
N 1.811 -3.982 1.261
O 0.975 -4.724 0.666
C 1.144 -2.808 1.862
C 1.921 -2.160 3.000
C -0.169 -3.320 2.497
C 0.713 -1.845 0.743
H -2.656 4.722 1.484
H -3.816 3.689 0.695
H -3.072 3.105 2.157
H -2.209 2.011 0.187
H -1.771 3.517 -0.570
H -0.097 1.641 -0.427
H -0.440 0.937 1.164
H 2.122 2.136 0.110
H 1.715 2.490 1.767
H 3.161 0.295 -0.261
H 3.534 -0.764 1.064
H 1.393 0.406 -1.398
H 2.018 -0.956 -2.266
H -0.839 -1.029 -1.284
H -0.322 -0.219 -2.743
H -2.630 -1.997 -4.763
H -1.587 -0.754 -4.147
H -3.788 -0.383 -3.251
H -3.861 -2.010 -2.604
H -2.739 -0.833 -1.915
H 3.743 -2.052 -0.778
H 2.447 -2.933 -1.532
H 4.304 -4.191 2.059
H 4.419 -2.448 1.611
H 5.134 -3.655 0.604
H 3.223 -5.827 0.153
H 4.291 -4.845 -0.855
H 2.583 -5.003 -1.246
H 1.313 -1.397 3.469
H 2.891 -1.768 2.734
H 2.092 -2.923 3.760
H -0.456 -2.610 3.268
H -0.973 -3.408 1.780
H 0.024 -4.265 2.997
H 0.210 -1.029 1.253
H -0.049 -2.397 0.199
C -0.429 6.886 3.445
Cl -0.005 6.572 5.130
Cl -1.792 7.999 3.352
Cl 0.959 7.527 2.558
H -0.714 5.948 2.988
C 2.893 9.177 -0.491
Cl 3.355 8.924 1.197
Cl 1.434 10.167 -0.561
Cl 4.216 9.897 -1.406
H 2.660 8.214 -0.933
C 4.238 4.299 3.287
Cl 3.967 4.183 1.547
Cl 3.988 2.729 4.052
Cl 5.854 4.916 3.628
H 3.519 4.995 3.695
C 2.869 -7.750 3.598
Cl 2.557 -6.207 2.792
Cl 3.180 -7.506 5.322
Cl 1.529 -8.867 3.363
H 3.755 -8.189 3.161
C -1.327 -7.321 -1.477
Cl -2.342 -7.409 -0.030
Cl -0.501 -8.854 -1.756
Cl -2.280 -6.871 -2.878
H -0.584 -6.563 -1.317
C -5.577 -8.643 -1.672
Cl -6.595 -8.694 -0.229
Cl -4.796 -10.196 -1.941
Cl -6.523 -8.160 -3.082
H -4.804 -7.901 -1.514
C 0.953 5.075 -1.525
Cl -0.106 4.443 -2.783
Cl 2.623 4.565 -1.817
Cl 0.863 6.840 -1.487
H 0.623 4.679 -0.571
C -1.409 12.169 1.967
Cl -1.272 12.476 0.233
Cl -3.065 11.723 2.390
Cl -0.278 10.926 2.480
H -1.164 13.084 2.488
C 0.606 15.369 4.421
Cl -0.247 15.858 5.882
Cl 1.123 13.685 4.526
Cl -0.397 15.642 2.992
H 1.490 15.985 4.325
C 0.893 6.004 -6.672
Cl -0.848 6.057 -6.382
Cl 1.431 7.451 -7.521
Cl 1.768 5.796 -5.157
H 1.102 5.149 -7.300
C 6.391 -2.333 -2.843
Cl 5.966 -0.662 -3.219
Cl 6.682 -2.514 -1.106
Cl 5.148 -3.435 -3.419
H 7.312 -2.571 -3.358
C -7.186 -10.859 3.243
Cl -8.734 -10.819 4.087
Cl -6.127 -9.568 3.810
Cl -6.412 -12.432 3.428
H -7.373 -10.700 2.190
C -9.518 -8.391 -5.424
Cl -9.443 -8.898 -7.111
Cl -8.987 -6.718 -5.246
Cl -11.145 -8.605 -4.776
H -8.846 -9.018 -4.854

# 3
12
Properties=species:S:1:pos:R:3 method="wB97M-V/def2-TZVPD" orbital_gap_ev=8.92 smiles="C=[NH+]/C([O-])=N/[NH3+]" homo_energy_ha=-0.5112 charge=+1 lumo_energy_ev=-4.9884
C -0.503 -0.617 0.243
C -1.381 1.753 0.605
N -1.488 0.519 0.637
N 0.558 -0.174 -0.382
N 1.582 -1.147 -0.730
O -0.852 -1.782 0.273
H -2.167 2.452 0.773
H -0.361 2.259 0.324
H -2.385 0.049 0.636
H 1.411 -1.456 -1.758
H 1.506 -1.948 -0.200
H 2.357 -0.661 -0.452

# 4
12
Properties=species:S:1:pos:R:3 method="wB97M-V/def2-TZVPD" orbital_gap_ev=10.80 smiles="O=[N+]([O-])[C@@H]1C=NCO1" homo_energy_ha=-0.3958 charge=0 lumo_energy_ev=0.0275
C -0.398 0.981 -0.739
C -1.460 -0.748 0.141
C 0.731 -0.178 -0.441
N -1.545 0.512 -0.446
N 1.559 0.358 0.728
O 2.582 0.980 0.488
O 1.019 0.213 1.801
O -0.101 -1.228 -0.174
H -0.015 1.907 -1.155
H -1.621 -0.817 1.215
H -2.034 -1.601 -0.163
H 1.283 -0.379 -1.256

# 5
69
Properties=species:S:1:pos:R:3 method="wB97M-V/def2-TZVPD" orbital_gap_ev=11.13 homo_energy_ha=-0.4807 charge=+1 lumo_energy_ev=-1.9463
Na -0.314 0.642 -1.011
C -5.957 -0.588 -2.437
O -4.754 0.094 -2.086
P -3.925 -0.430 -0.818
O -2.718 0.319 -0.465
O -3.661 -1.974 -1.151
C -2.578 -2.367 -1.984
O -5.013 -0.633 0.352
C -6.050 0.322 0.608
H -6.129 -1.522 -1.906
H -5.937 -0.799 -3.508
H -6.815 0.074 -2.299
H -2.761 -3.347 -2.413
H -1.616 -2.295 -1.476
H -2.497 -1.689 -2.844
H -5.826 0.783 1.571
H -6.976 -0.241 0.715
H -6.185 1.086 -0.155
C 2.773 5.005 2.060
O 2.240 3.764 1.582
P 1.806 3.594 0.087
O 1.199 2.287 -0.239
O 3.090 3.939 -0.780
C 4.006 2.869 -0.991
O 0.859 4.844 -0.174
C 0.267 5.060 -1.460
H 3.741 4.785 2.512
H 2.148 5.420 2.847
H 2.921 5.747 1.278
H 3.702 2.220 -1.816
H 4.129 2.199 -0.138
H 4.981 3.269 -1.260
H 0.332 6.126 -1.672
H -0.787 4.789 -1.418
H 0.785 4.504 -2.241
C 0.858 -1.155 4.847
O 0.667 -0.489 3.608
P -0.319 -0.994 2.479
O -0.457 -0.171 1.269
O 0.237 -2.461 2.205
C -0.490 -3.286 1.292
O -1.674 -1.298 3.280
C -2.825 -0.484 3.117
H 1.870 -1.556 4.863
H 0.166 -1.982 5.011
H 0.722 -0.475 5.687
H -1.312 -2.783 0.775
H -0.949 -4.089 1.871
H 0.177 -3.676 0.526
H -3.004 0.139 3.994
H -3.696 -1.093 2.875
H -2.742 0.205 2.269
C 3.247 -1.026 0.530
O 3.143 -0.904 -0.891
P 2.231 -1.844 -1.786
O 0.827 -1.413 -1.751
O 2.983 -1.894 -3.186
C 3.414 -0.695 -3.833
O 2.423 -3.319 -1.208
C 3.659 -4.035 -1.331
H 2.775 -1.920 0.943
H 2.718 -0.188 0.988
H 4.304 -1.051 0.786
H 2.874 -0.507 -4.760
H 4.444 -0.851 -4.159
H 3.380 0.161 -3.164
H 3.563 -4.929 -0.716
H 4.521 -3.505 -0.920
H 3.787 -4.290 -2.380

# 6
136
Properties=species:S:1:pos:R:3 method="wB97M-V/def2-TZVPD" orbital_gap_ev="9.59 / 3.37" multiplicity=2 s2=0.759 homo_energy_ha="-0.4315 / -0.4315" charge=+1 lumo_energy_ev="-2.1536 / -8.3702"
C 2.697 7.227 4.477
C 2.252 6.374 3.288
C 1.219 5.276 3.670
C 1.784 3.859 4.044
C 1.212 3.210 5.274
C 1.965 1.910 5.847
H 1.905 7.939 4.705
H 3.515 7.893 4.202
H 2.906 6.726 5.422
H 1.894 7.090 2.548
H 3.157 5.922 2.881
H 0.618 5.281 2.761
H 0.591 5.712 4.448
H 1.408 3.234 3.234
H 2.852 3.647 3.992
H 1.090 3.928 6.085
H 0.151 3.012 5.116
H 2.841 2.098 6.468
H 1.184 1.429 6.435
H 2.240 1.253 5.022
C -5.040 -6.061 0.667
C -3.718 -5.909 0.026
C -2.572 -5.821 1.007
C -2.207 -4.384 1.567
C -0.873 -4.265 2.344
C -0.662 -5.308 3.397
H -5.323 -7.081 0.924
H -5.763 -5.707 -0.069
H -5.243 -5.366 1.483
H -3.458 -6.668 -0.711
H -3.709 -4.959 -0.509
H -1.645 -6.083 0.496
H -2.700 -6.551 1.806
H -2.214 -3.539 0.878
H -2.933 -4.156 2.348
H 0.024 -4.348 1.730
H -0.661 -3.247 2.670
H -1.636 -5.548 3.821
H -0.137 -6.218 3.104
H -0.105 -4.931 4.255
C -6.334 -3.112 -5.369
C -5.388 -3.935 -4.532
C -5.890 -3.924 -3.082
C -5.921 -2.510 -2.380
C -4.677 -1.716 -2.394
C -3.572 -2.328 -1.619
H -6.553 -3.492 -6.367
H -5.938 -2.097 -5.387
H -7.293 -3.086 -4.850
H -5.434 -4.917 -5.003
H -4.401 -3.505 -4.698
H -5.182 -4.539 -2.526
H -6.824 -4.469 -2.945
H -6.683 -1.901 -2.865
H -6.330 -2.579 -1.372
H -4.234 -1.671 -3.388
H -4.945 -0.670 -2.244
H -2.578 -1.879 -1.611
H -3.937 -2.232 -0.597
H -3.494 -3.411 -1.717
C 5.569 3.482 1.897
C 4.466 2.366 2.024
C 4.538 1.219 0.944
C 5.729 0.261 0.850
C 5.363 -1.109 1.419
C 4.311 -1.983 0.667
H 6.530 3.008 2.101
H 5.503 4.246 2.671
H 5.625 3.986 0.932
H 4.291 1.906 2.997
H 3.462 2.749 1.841
H 4.464 1.725 -0.018
H 3.634 0.609 0.941
H 6.047 0.173 -0.189
H 6.551 0.615 1.472
H 6.187 -1.811 1.552
H 5.073 -0.997 2.464
H 4.609 -1.990 -0.381
H 4.197 -3.056 0.818
H 3.303 -1.571 0.698
C -1.257 -1.718 -4.845
C -1.932 -0.316 -5.055
O -2.561 -0.271 -6.383
O -0.074 -1.617 -4.001
H -1.135 -2.238 -5.795
H -1.982 -2.354 -4.337
H -1.169 0.461 -5.110
H -2.714 -0.001 -4.364
H -1.918 -0.567 -7.030
H 0.250 -2.514 -3.888
C 2.741 1.202 -4.664
C 4.089 0.529 -4.280
O 3.754 -0.705 -3.681
O 2.666 1.790 -5.962
H 2.350 1.966 -3.993
H 1.993 0.417 -4.550
H 4.670 1.126 -3.577
H 4.663 0.427 -5.201
H 3.023 -0.633 -3.063
H 3.257 2.545 -5.989
O -1.001 0.456 2.624
C -0.539 0.023 3.666
N -1.106 0.300 4.848
C 0.748 -0.751 3.609
H -1.933 0.869 4.953
H -0.585 0.118 5.694
H 0.780 -1.593 2.917
H 1.169 -1.139 4.537
H 1.634 -0.196 3.301
O 1.602 0.861 -1.233
C 0.893 0.424 -0.383
N 0.696 1.174 0.687
C 0.435 -1.075 -0.366
H -0.057 0.896 1.300
H 1.105 2.081 0.512
H 1.216 -1.793 -0.617
H -0.344 -1.185 -1.120
H 0.052 -1.409 0.598
O -4.475 1.585 -0.228
C -3.878 2.115 -1.107
N -4.460 2.474 -2.229
C -2.415 2.407 -0.945
H -3.873 3.015 -2.848
H -5.309 2.001 -2.504
H -2.161 1.959 0.016
H -2.041 3.429 -0.888
H -1.838 1.866 -1.695
O 1.733 4.051 0.149
C 2.592 4.215 -0.738
N 2.668 3.355 -1.698
C 3.350 5.494 -0.717
H 1.894 2.707 -1.663
H 3.159 3.619 -2.540
H 3.114 6.153 -1.552
H 4.406 5.223 -0.712
H 3.300 6.021 0.236

Number 1: strongest force on any atom 4.52 eV/A. Number 2: strongest force on any atom 2.08 eV/A. Number 3: strongest force on any atom 5.78 eV/A. Number 4: strongest force on any atom 5.00 eV/A. Number 5: strongest force on any atom 2.04 eV/A. Number 6: strongest force on any atom 5.37 eV/A.